{"formula": "C49H93B2N2O12PS", "method": "ωB97M-V with the def2-TZVPD basis set", "species": ["C", "C", "O", "B", "O", "C", "C", "C", "C", "C", "B", "O", "O", "C", "C", "C", "C", "C", "C", "O", "O", "N", "C", "C", "C", "C", "N", "C", "C", "O", "C", "C", "C", "C", "P", "C", "C", "C", "C", "C", "C", "S", "H", "H", "H", "H", "H", "H", "H", "H", "H", "H", "H", "H", "H", "H", "H", "H", "H", "H", "H", "H", "H", "H", "H", "H", "H", "H", "H", "H", "H", "H", "H", "H", "H", "H", "H", "H", "H", "H", "H", "H", "H", "H", "H", "C", "C", "O", "C", "C", "H", "H", "H", "H", "H", "H", "H", "H", "H", "H", "C", "C", "O", "C", "C", "H", "H", "H", "H", "H", "H", "H", "H", "H", "H", "C", "C", "O", "C", "C", "H", "H", "H", "H", "H", "H", "H", "H", "H", "H", "C", "C", "O", "C", "C", "H", "H", "H", "H", "H", "H", "H", "H", "H", "H", "C", "C", "O", "C", "C", "H", "H", "H", "H", "H", "H", "H", "H", "H", "H"], "coordinates": [[7.28861, -0.85325, 0.63882], [6.42552, -0.49441, -0.65398], [6.00722, 0.88770, -0.47790], [4.85114, 1.19319, -1.24027], [5.08512, 1.64664, -2.56361], [3.34498, 1.11734, -0.73015], [2.31955, 1.41999, -1.74958], [0.92367, 1.41644, -1.39084], [0.46548, 1.10356, -0.01914], [1.50969, 0.79945, 1.00005], [0.96380, 0.46591, 2.48915], [0.62400, -0.86093, 2.88421], [0.79326, 1.47736, 3.44199], [0.92422, 2.80183, 2.89825], [0.59579, 3.92793, 3.96971], [2.94501, 0.80897, 0.66481], [4.02880, 0.53833, 1.74763], [4.75554, 1.91144, 2.06569], [4.69743, 2.32327, 3.56505], [3.73471, 2.12517, 4.26102], [5.82562, 2.98121, 4.04075], [-0.96050, 1.11518, 0.36242], [-1.62374, -0.10245, -0.20399], [-2.46193, -0.94026, 0.84201], [-3.98207, -0.85828, 0.38677], [-4.95020, -1.74869, 1.24766], [-5.94649, -2.50079, 0.41183], [-7.23539, -2.30477, 1.01358], [-7.59773, -2.83896, 2.42912], [-8.09098, -1.70848, 0.38185], [-1.61853, 2.34460, -0.09916], [-2.40800, 3.06570, 0.88930], [-3.05218, 4.29913, 0.43551], [-2.92237, 4.80929, -0.94153], [-3.76520, 6.41885, -1.32176], [-5.17308, 6.21959, -2.55977], [-6.43601, 6.99607, -1.97836], [-4.34638, 7.24588, 0.27889], [-3.13253, 7.58296, 1.26569], [-2.12844, 4.07419, -1.94349], [-1.49412, 2.85423, -1.47719], [-0.42677, 1.83024, -2.54966], [6.65121, -1.54022, 1.24810], [8.27957, -1.29803, 0.38680], [7.42840, 0.07141, 1.26468], [7.01270, -0.64365, -1.59833], [5.47757, -1.10954, -0.66657], [6.02365, 1.90566, -2.57613], [2.64579, 1.68237, -2.78184], [1.12602, -1.10493, 3.68292], [1.99631, 2.98215, 2.60456], [0.24236, 3.00299, 2.02755], [1.50356, 4.20776, 4.57108], [0.27157, 4.84790, 3.40918], [-0.22658, 3.56415, 4.63600], [4.73536, -0.22747, 1.33018], [3.63691, 0.11295, 2.70319], [5.83621, 1.88659, 1.77326], [4.28861, 2.73868, 1.46394], [5.78129, 2.90900, 5.01537], [-2.28175, 0.09112, -1.08826], [-0.79499, -0.77992, -0.55783], [-2.29796, -0.65276, 1.90810], [-2.17701, -2.02627, 0.72855], [-4.26926, 0.22418, 0.38967], [-3.98324, -1.17531, -0.69793], [-5.42547, -1.07809, 2.01142], [-4.31102, -2.52794, 1.75529], [-5.97073, -2.09853, -0.52755], [-8.44856, -3.57113, 2.36529], [-7.94536, -1.99807, 3.08135], [-6.74439, -3.34967, 2.93794], [-2.50886, 2.71962, 1.94106], [-3.63033, 4.86266, 1.20821], [-4.87994, 6.75972, -3.49437], [-5.42121, 5.13973, -2.74463], [-6.17009, 8.05244, -1.71534], [-6.82152, 6.51929, -1.04094], [-7.20859, 7.03754, -2.78383], [-5.06153, 6.57164, 0.83696], [-4.87470, 8.21404, 0.09762], [-3.01201, 8.69235, 1.41477], [-3.32829, 7.17544, 2.29751], [-2.16500, 7.16702, 0.88106], [-1.99295, 4.44963, -2.98577], [-2.14346, -6.79646, 1.04551], [-1.37822, -6.17818, -0.11205], [-0.93719, -4.85444, 0.14008], [-0.05573, -4.67028, 1.23714], [1.23807, -5.45442, 1.09929], [-3.00507, -6.17775, 1.30861], [-2.49661, -7.79434, 0.77819], [-1.52450, -6.89068, 1.93977], [-2.03720, -6.12241, -0.98122], [-0.53328, -6.81065, -0.40562], [-0.56427, -4.90693, 2.17814], [0.16566, -3.60136, 1.27246], [1.06300, -6.53134, 1.07668], [1.90167, -5.24255, 1.94062], [1.75089, -5.18504, 0.17307], [-6.35054, -9.97495, 0.70769], [-4.89775, -9.61716, 0.44332], [-3.98933, -10.22310, 1.34793], [-3.97258, -11.64123, 1.37174], [-3.61031, -12.26827, 0.03602], [-6.63081, -9.70544, 1.72849], [-7.00471, -9.44524, 0.01273], [-6.53512, -11.04449, 0.59011], [-4.77368, -8.53844, 0.55858], [-4.61765, -9.85098, -0.58965], [-4.93121, -12.02484, 1.73716], [-3.22313, -11.92836, 2.11172], [-4.33925, -12.02796, -0.73956], [-3.56723, -13.35575, 0.12675], [-2.63708, -11.90722, -0.30397], [-3.62699, 13.64778, 0.47467], [-2.70172, 12.45509, 0.64823], [-3.24623, 11.23828, 0.16581], [-3.57257, 11.18883, -1.21036], [-2.38469, 11.42469, -2.12703], [-4.58371, 13.46464, 0.96917], [-3.17591, 14.54413, 0.90445], [-3.83678, 13.85154, -0.57710], [-2.51334, 12.30645, 1.71351], [-1.72705, 12.64466, 0.18606], [-4.38495, 11.88871, -1.43566], [-3.96776, 10.18704, -1.39420], [-1.96029, 12.42180, -1.99770], [-2.68595, 11.32401, -3.17188], [-1.59350, 10.70080, -1.92017], [11.94276, -4.84527, -1.03143], [12.07974, -3.42812, -0.50063], [11.03370, -3.04596, 0.37715], [10.88471, -3.81972, 1.55834], [12.11543, -3.80908, 2.44904], [10.98526, -4.97147, -1.54191], [12.74729, -5.06667, -1.73516], [11.98632, -5.58656, -0.23124], [12.04556, -2.73159, -1.34082], [13.05233, -3.28253, -0.01856], [10.59232, -4.84441, 1.30505], [10.04704, -3.38704, 2.10894], [12.98241, -4.24885, 1.95357], [11.92846, -4.37965, 3.36126], [12.37838, -2.78549, 2.72482], [0.49318, -2.02129, -3.48797], [-0.81348, -1.91666, -4.25508], [-0.70516, -1.17811, -5.46096], [0.19929, -1.68110, -6.42981], [-0.13607, -3.08490, -6.90503], [0.88528, -1.02598, -3.26394], [0.34188, -2.55845, -2.54901], [1.25867, -2.55329, -4.05680], [-1.54420, -1.39203, -3.63534], [-1.23340, -2.90885, -4.45376], [1.22607, -1.63088, -6.05119], [0.15049, -0.99890, -7.28077], [-0.08422, -3.81397, -6.09481], [0.56433, -3.39998, -7.68171], [-1.14864, -3.11817, -7.31330]], "forces_ev_per_angstrom": [[-0.86, 0.17, -0.35], [0.28, -0.04, 1.25], [-0.80, -0.34, -0.98], [0.36, 0.48, -0.84], [0.07, -0.16, 1.74], [-1.68, -0.12, 0.33], [-0.39, -0.33, 2.07], [-0.25, -0.14, 1.84], [3.33, 0.21, -0.35], [-0.40, 0.24, -1.70], [-0.44, -0.02, 0.86], [1.29, 1.12, -0.29], [0.01, -0.49, -1.74], [0.52, 2.10, 0.65], [0.19, -0.54, -0.41], [-1.91, 0.03, -1.62], [-0.13, 0.46, -0.41], [1.06, 0.23, 0.30], [-0.09, 0.17, -0.48], [0.62, -0.08, 0.01], [-0.84, -1.13, -0.28], [0.83, 0.37, -1.74], [0.35, -1.64, 0.46], [-0.79, -0.46, -0.92], [0.57, 0.05, 0.03], [1.58, -0.33, -0.04], [-0.63, 0.99, 1.65], [-0.88, 0.28, -0.98], [0.59, -0.27, 0.23], [0.26, -0.58, 0.43], [-1.07, 1.68, 0.43], [0.31, 1.31, -2.80], [1.10, -1.20, -0.76], [-0.34, -1.75, 1.28], [1.55, 1.31, -0.81], [-1.04, 0.29, 1.02], [0.35, -0.16, -0.36], [-0.21, -0.77, 1.34], [-0.04, 0.06, 0.03], [-0.32, -0.62, 2.58], [-0.17, 0.07, 1.34], [0.34, 0.55, 0.52], [0.91, 0.27, -0.33], [-0.85, 0.22, 0.28], [-0.02, -0.82, -0.83], [-0.63, 0.24, 0.75], [1.11, 0.26, -0.21], [-0.36, -0.28, -0.31], [-0.38, -0.25, 0.99], [-0.67, 0.18, -0.19], [-1.11, -0.33, -0.06], [0.66, -0.67, 0.71], [-0.94, -0.48, -0.43], [0.18, -0.87, 0.60], [0.67, 0.48, -0.49], [-0.48, 0.96, 0.52], [-0.11, 0.41, -0.86], [-1.02, -0.03, 0.14], [0.37, -0.70, 0.65], [-0.17, 0.34, -0.48], [0.68, 0.25, 0.70], [-0.82, 0.70, 0.20], [-0.08, 0.01, -0.91], [-0.12, 1.03, 0.27], [-0.07, -0.86, 0.04], [-0.18, 0.13, 1.09], [0.26, -0.78, -0.56], [-0.64, 0.93, -0.17], [-0.29, -0.07, 0.39], [0.84, 0.76, -0.23], [0.33, -0.60, -0.73], [-0.61, 0.41, -0.45], [0.19, 0.18, -1.02], [0.48, -0.46, -1.02], [-0.04, -0.82, 0.73], [0.23, 1.06, 0.02], [-0.17, -0.89, -0.34], [0.18, 0.31, -0.98], [0.36, -0.09, 0.84], [0.51, 0.78, -0.52], [0.38, -1.02, -0.34], [-0.12, -1.06, -0.48], [0.22, 0.16, -1.10], [-0.81, 0.38, 0.43], [-0.11, -0.40, 1.10], [0.03, 0.04, 0.11], [-0.04, -0.10, 0.12], [-0.12, 0.29, -0.20], [0.04, -0.07, 0.00], [0.04, -0.07, -0.02], [0.02, -0.02, -0.06], [0.03, 0.02, 0.03], [0.01, -0.09, -0.04], [0.09, 0.19, 0.02], [0.01, -0.05, 0.07], [0.04, -0.10, 0.02], [-0.09, -0.02, -0.12], [0.01, 0.01, 0.08], [-0.03, 0.02, -0.04], [-0.02, 0.04, 0.05], [-0.03, -0.14, 0.07], [-0.14, -0.04, -0.05], [0.19, 0.15, 0.15], [-0.04, -0.07, -0.10], [-0.02, 0.05, -0.11], [0.02, 0.04, -0.06], [0.04, 0.01, 0.03], [-0.02, 0.04, -0.08], [0.14, -0.09, 0.11], [-0.06, -0.05, -0.02], [-0.03, -0.03, -0.07], [-0.02, 0.21, 0.02], [-0.03, -0.07, 0.03], [0.01, 0.06, 0.02], [-0.02, -0.03, 0.05], [-0.11, -0.01, -0.12], [-0.01, 0.13, -0.04], [-0.05, -0.23, 0.30], [0.03, 0.05, -0.20], [0.12, 0.05, 0.03], [0.07, 0.01, 0.02], [-0.01, -0.05, 0.01], [0.07, 0.05, 0.02], [-0.05, -0.18, -0.08], [-0.02, 0.06, -0.05], [0.03, 0.06, -0.03], [0.05, -0.01, 0.17], [-0.06, 0.02, -0.06], [0.00, -0.02, 0.06], [-0.07, -0.02, -0.03], [-0.08, -0.10, 0.09], [0.07, -0.12, -0.04], [-0.22, 0.21, -0.01], [0.12, -0.06, 0.03], [0.11, 0.02, -0.03], [0.06, 0.04, -0.01], [-0.03, 0.04, 0.01], [0.09, 0.01, -0.03], [-0.13, 0.07, 0.14], [0.02, -0.08, 0.01], [0.07, -0.04, 0.02], [-0.01, 0.11, -0.19], [-0.03, -0.07, 0.04], [-0.02, 0.04, -0.04], [-0.05, -0.04, 0.01], [0.14, 0.01, -0.05], [0.08, -0.07, 0.09], [-0.15, 0.22, -0.08], [0.03, -0.11, 0.03], [-0.05, -0.09, 0.05], [-0.06, -0.03, 0.04], [-0.03, 0.03, -0.02], [-0.04, -0.07, 0.05], [0.01, 0.12, -0.18], [0.07, -0.05, 0.01], [0.02, -0.08, 0.01], [-0.11, 0.09, 0.15], [0.08, 0.00, -0.03], [-0.03, 0.04, 0.02], [0.05, 0.03, -0.01]], "fmax_ev_per_a": 3.35, "homo_energy_ev": -7.295, "total_energy_ev": -101347.7690, "smiles": "CCOB(O)c1cc2c(c(B(O)OCC)c1CCC(=O)O)N(CCCCNC(C)=O)c1ccc(P(CC)CC)cc1S2.CCOCC.CCOCC.CCOCC.CCOCC.CCOCC", "gap_ev": 7.49}